# 1
Formula: C4H8N2
Source: OMol25
Level of theory: ωB97M-V/def2-TZVPD

For the frontier orbital gap, the calculation gives 9.928 eV. For the HOMO energy, the calculation gives -8.94 eV. Its multiplicity is 1. The calculation puts the energy above the lowest of the compared OMol25 structures with the same formula, charge and spin at 227.55 kJ/mol. Its net charge is 0. The molecular weight comes out at 84.1 Da. The SMILES is C=C=N.C=NC.

Element x y z (Å)
1 C -2.03 0.78 -1.46
2 C -2.00 0.08 -0.35
3 N -2.04 -0.56 0.70
4 H -2.29 0.29 -2.39
5 H -1.79 1.83 -1.45
6 H -1.13 -1.00 0.88
7 C 1.35 -1.16 1.37
8 N 1.00 -0.79 0.21
9 C 1.42 0.54 -0.23
10 H 1.02 -2.13 1.73
11 H 1.95 -0.54 2.05
12 H 0.73 1.29 0.16
13 H 1.38 0.59 -1.32
14 H 2.44 0.79 0.11

Atomic partial charges in e from the Löwdin method, atoms 1 to 6: -0.02 -0.29 0.14 0.05 0.05 0.03

=====

# 2
Formula: CH6N2
Source: OMol25
Level of theory: ωB97M-V/def2-TZVPD

For the frontier orbital gap, the calculation gives 10.511 eV. For the HOMO energy, the calculation gives -9.38 eV. Its multiplicity is 1. The calculation puts the energy above the lowest of the compared OMol25 structures with the same formula, charge and spin at 171.75 kJ/mol. Its net charge is 0. The molecular weight comes out at 46.1 Da. The SMILES is CNN.

Element x y z (Å)
1 C 0.19 -0.49 -0.76
2 N -0.78 0.19 0.04
3 N -0.19 0.63 1.26
4 H 1.14 0.02 -1.00
5 H 0.51 -1.45 -0.32
6 H -0.35 -0.60 -1.74
7 H -1.13 1.15 -0.59
8 H -0.22 -0.21 1.90
9 H 0.82 0.76 1.21

Atomic partial charges in e from the Löwdin method, atoms 1 to 6: -0.22 -0.25 -0.08 0.07 0.08 0.09

=====

# 3
Formula: C6H8AgLiO5
Source: OMol25
Level of theory: ωB97M-V/def2-TZVPD

For the frontier orbital gap, the calculation gives 6.778 eV. For the HOMO energy, the calculation gives -7.66 eV. Its multiplicity is 1. The calculation puts the energy above the lowest of the compared OMol25 structures with the same formula, charge and spin at 3.95 kJ/mol. Its net charge is 0. The molecular weight comes out at 274.9 Da.

Element x y z (Å)
1 Li 3.36 1.98 1.39
2 O 2.26 2.28 -0.05
3 O 2.11 0.32 -1.28
4 C 3.19 -0.55 -1.00
5 C 2.93 -0.93 0.44
6 O 2.41 0.28 0.97
7 C 1.79 1.06 -0.10
8 H 3.16 -1.40 -1.70
9 H 4.16 -0.03 -1.11
10 H 3.83 -1.21 1.00
11 H 2.18 -1.73 0.52
12 Ag -2.78 1.37 0.54
13 O -0.39 2.08 -0.27
14 C -5.17 -0.37 0.27
15 C -4.18 -1.13 -0.22
16 O -0.34 0.02 0.49
17 C 0.24 1.04 0.03
18 H -5.75 0.29 -0.39
19 H -5.46 -0.42 1.32
20 H -3.93 -1.11 -1.28
21 H -3.63 -1.82 0.43

Atomic partial charges in e from the Löwdin method, atoms 1 to 6: 0.80 -0.18 -0.02 -0.17 -0.17 -0.14

=====

# 4
Formula: C27H65BN7O7
Source: OMol25
Level of theory: ωB97M-V/def2-TZVPD

For the frontier orbital gap, the calculation gives 5.766 eV. For the HOMO energy, the calculation gives -4.04 eV. Its multiplicity is 1. Its net charge is -1. The molecular weight comes out at 610.7 Da.

Element x y z (Å)
1 C 0.21 -1.94 -0.59
2 N 0.63 -0.65 -0.08
3 C 1.48 0.16 -0.98
4 B 0.67 1.30 -1.83
5 O 0.04 2.22 -0.83
6 C -1.08 2.95 -1.19
7 C -2.17 2.95 -0.08
8 C -1.61 2.40 1.24
9 C -3.48 2.24 -0.47
10 C -3.44 0.71 -0.56
11 C -4.74 0.08 -0.04
12 C -3.14 0.20 -1.99
13 H 0.73 -2.19 -1.52
14 H 0.41 -2.73 0.15
15 H -0.86 -1.97 -0.79
16 H 1.02 -0.72 0.84
17 H 2.03 -0.51 -1.67
18 H 2.25 0.64 -0.35
19 H -0.20 0.71 -2.50
20 H 1.43 1.92 -2.58
21 H -0.81 4.00 -1.40
22 H -1.51 2.55 -2.12
23 H -2.45 3.99 0.12
24 H -0.82 3.05 1.62
25 H -1.19 1.41 1.12
26 H -2.42 2.38 1.99
27 H -4.23 2.54 0.27
28 H -3.82 2.64 -1.43
29 H -2.62 0.34 0.07
30 H -4.57 -0.95 0.28
31 H -5.50 0.05 -0.82
32 H -5.14 0.64 0.81
33 H -3.78 -0.66 -2.24
34 H -2.10 -0.11 -2.10
35 H -3.33 0.97 -2.74
36 C -5.67 3.22 4.51
37 C -4.27 3.76 4.29
38 O -3.95 4.31 3.25
39 N -3.37 3.59 5.30
40 C -3.55 2.95 6.57
41 H -6.25 3.43 3.62
42 H -5.65 2.14 4.68
43 H -6.15 3.69 5.37
44 H -2.45 3.95 5.07
45 H -3.35 3.64 7.40
46 H -2.90 2.09 6.69
47 H -4.58 2.61 6.67
48 C 5.57 3.98 -0.75
49 C 4.28 3.38 -1.27
50 O 4.20 3.02 -2.44
51 N 3.26 3.27 -0.39
52 C 3.27 3.65 1.00
53 H 6.28 4.00 -1.57
54 H 5.42 5.00 -0.38
55 H 5.99 3.39 0.07
56 H 2.40 2.83 -0.71
57 H 3.08 2.79 1.65
58 H 2.50 4.40 1.21
59 H 4.24 4.07 1.27
60 C 3.73 -2.42 1.50
61 C 2.89 -2.92 2.65
62 O 1.91 -2.31 3.04
63 N 3.28 -4.08 3.26
64 C 4.41 -4.90 2.93
65 H 3.29 -1.51 1.11
66 H 4.76 -2.22 1.82
67 H 3.76 -3.16 0.69
68 H 2.68 -4.40 4.01
69 H 4.10 -5.91 2.63
70 H 5.10 -5.00 3.78
71 H 4.97 -4.47 2.10
72 C 1.55 -8.03 5.43
73 C 1.05 -6.62 5.67
74 O 1.36 -5.69 4.96
75 N 0.21 -6.42 6.73
76 C -0.28 -7.40 7.67
77 H 2.19 -8.00 4.55
78 H 2.12 -8.40 6.28
79 H 0.72 -8.71 5.24
80 H -0.09 -5.47 6.83
81 H -1.37 -7.46 7.64
82 H 0.02 -7.15 8.69
83 H 0.12 -8.38 7.44
84 C -2.14 1.90 -8.06
85 C -2.90 2.37 -6.83
86 O -4.10 2.59 -6.87
87 N -2.18 2.51 -5.69
88 C -0.76 2.30 -5.50
89 H -2.85 1.80 -8.88
90 H -1.36 2.60 -8.34
91 H -1.66 0.94 -7.87
92 H -2.73 2.78 -4.89
93 H -0.55 1.50 -4.79
94 H -0.28 3.20 -5.10
95 H -0.29 2.05 -6.44
96 C 0.61 -0.89 -5.18
97 C 1.46 -0.36 -6.32
98 O 0.96 0.19 -7.29
99 N 2.80 -0.49 -6.20
100 C 3.55 -1.04 -5.09
101 H -0.43 -0.70 -5.42
102 H 0.76 -1.96 -5.04
103 H 0.85 -0.38 -4.24
104 H 3.31 -0.10 -6.98
105 H 4.20 -0.29 -4.65
106 H 4.16 -1.89 -5.41
107 H 2.86 -1.38 -4.32

Atomic partial charges in e from the Löwdin method, atoms 1 to 6: -0.15 -0.12 -0.23 -0.59 -0.17 -0.23

=====

# 5
Formula: CH3FO2S
Source: OMol25
Level of theory: ωB97M-V/def2-TZVPD

For the frontier orbital gap, the calculation gives 12.663 eV. For the HOMO energy, the calculation gives -12.18 eV. Its multiplicity is 1. The calculation puts the energy above the lowest of the compared OMol25 structures with the same formula, charge and spin at 2.55 kJ/mol. Its net charge is 0. The molecular weight comes out at 98.1 Da. The SMILES is CS(=O)(=O)F.

Element x y z (Å)
1 C -0.84 0.18 0.29
2 S 0.72 -0.39 -0.30
3 O 0.70 -0.73 -1.75
4 O 1.55 -1.05 0.67
5 F 1.29 1.17 -0.15
6 H -0.74 0.30 1.32
7 H -1.02 1.04 -0.33
8 H -1.65 -0.51 0.26

Atomic partial charges in e from the Löwdin method, atoms 1 to 6: -0.12 0.73 -0.30 -0.27 -0.24 0.05

=====

# 6
Formula: C5H7N
Source: OMol25
Level of theory: ωB97M-V/def2-TZVPD

For the frontier orbital gap, the calculation gives 8.806 eV. For the HOMO energy, the calculation gives -8.07 eV. Its multiplicity is 1. The calculation puts the energy above the lowest of the compared OMol25 structures with the same formula, charge and spin at 266.85 kJ/mol. Its net charge is 0. The molecular weight comes out at 81.1 Da.

Element x y z (Å)
1 C -1.08 -1.07 1.04
2 C -0.09 -0.18 0.33
3 C -0.26 0.39 -1.04
4 N 1.11 0.83 -1.34
5 C 1.86 1.02 -0.26
6 C 1.11 0.26 0.77
7 H -1.11 -0.84 2.11
8 H -2.10 -0.96 0.64
9 H -0.81 -2.13 0.95
10 H -0.84 -0.18 -1.78
11 H 1.24 1.30 -2.22
12 H -0.54 1.45 -0.98
13 H 1.51 0.09 1.76

Atomic partial charges in e from the Löwdin method, atoms 1 to 6: -0.05 -0.27 -0.14 -0.08 -0.08 -0.10